(1)
A 2-piece molecular cluster, C2H4BNO2 overall, computed with wB97M-V/def2-TZVPD.

```
10
Properties=species:S:1:pos:R:3
B 1.5915 -0.0377 -0.3883
C 3.7644 0.6877 -0.4610
C -0.4723 0.4234 0.4963
N 4.8581 0.5119 -0.1810
O 1.3893 -1.3113 -0.7748
O 0.8240 0.8327 0.2366
H -0.9653 0.4856 -0.4873
H -0.7967 1.0392 1.2779
H -0.7235 -0.6516 0.7035
H 2.0856 -1.6668 -1.3024
```

Computed properties:
HOMO-LUMO gap ... 11.1 eV
Energy relative to the best compared isomer or geometry (same formula, charge and spin) ... 272.7 kJ/mol
Energy ... -8399.811 eV
F_max ... 5.09 eV/Å
Multiplicity ... 1
LUMO energy ... 0.08 eV

=====

(2)
C2H4BNO2 as an isolated structure, computed with wB97M-V/def2-TZVPD.

```
10
Properties=species:S:1:pos:R:3
B 0.5413 -0.2985 -0.0040
C -1.7239 0.4702 -0.1796
C -0.5512 0.6075 0.5872
N -2.6653 0.3325 -0.8137
O 1.3024 0.3295 -0.9745
O 0.8842 -1.5455 0.4453
H -1.0926 0.5712 1.8485
H -0.0218 1.5753 0.6749
H 2.0936 0.0418 -1.4105
H 1.2334 -2.0840 -0.1735
```

Computed properties:
HOMO-LUMO gap ... 11.3 eV
Energy relative to the best compared isomer or geometry (same formula, charge and spin) ... 122.8 kJ/mol
Energy ... -8401.365 eV
F_max ... 5.60 eV/Å
Multiplicity ... 1
LUMO energy ... 0.12 eV

=====

(3)
One molecule with the formula C2H4Br2, computed with wB97M-V/def2-TZVPD.

```
8
Properties=species:S:1:pos:R:3
Br 8.8320 17.0541 -7.9861
C 8.7021 15.0719 -7.8947
C 7.7909 14.5263 -6.7700
Br 8.2125 12.5961 -6.3117
H 9.7431 14.8143 -7.6996
H 8.3417 14.6927 -8.8509
H 6.7126 14.6852 -6.7705
H 8.0791 15.1363 -5.9139
```

Computed properties:
HOMO-LUMO gap ... 10.9 eV
Energy relative to the best compared isomer or geometry (same formula, charge and spin) ... 39.7 kJ/mol
Energy ... -142223.562 eV
Structure (SMILES) ... BrCCBr
F_max ... 1.83 eV/Å
Multiplicity ... 1
LUMO energy ... 0.33 eV

=====

(4)
A 2-piece molecular cluster, C2H4Br2N2O overall, computed with wB97M-V/def2-TZVPD.

```
11
Properties=species:S:1:pos:R:3
C 0.0062 0.2109 0.9806
C 1.4768 -1.3183 -0.3142
N -1.6716 1.5809 -0.1366
N -0.5811 0.6152 -0.0347
O 0.2618 0.2099 2.1073
Br 3.3070 -0.8442 -0.4794
Br 0.4935 -1.6837 -2.0355
H 1.2531 -2.1669 0.4310
H -1.4842 2.2546 0.6477
H -2.5541 1.0673 -0.2236
H -0.5074 0.0742 -0.9426
```

Computed properties:
HOMO-LUMO gap (spin up / spin down) ... 7.9 / 7.9 eV
Energy relative to the best compared isomer or geometry (same formula, charge and spin) ... 342.2 kJ/mol
Energy ... -147247.369 eV
F_max ... 5.61 eV/Å
Multiplicity ... 1
LUMO energy (spin up / spin down) ... 0.04 / 0.04 eV

=====

(5)
A 2-piece molecular cluster, C2H4Br2Si overall, computed with wB97M-V/def2-TZVPD.

```
9
Properties=species:S:1:pos:R:3
C -0.0040 -0.4245 0.5219
C -0.2445 -0.3531 -0.7741
Si -0.7397 1.2626 -1.6122
Br -0.6314 0.9990 -3.7777
Br -3.3612 0.9779 1.3494
H 0.1545 -1.4010 0.8377
H -0.0779 0.4371 1.0349
H -0.2208 -1.1828 -1.5066
H -1.6562 2.3851 -1.4521
```

Computed properties:
HOMO-LUMO gap (spin up / spin down) ... 7.5 / 6.7 eV
Energy relative to the best compared isomer or geometry (same formula, charge and spin) ... 18.3 kJ/mol
Energy ... -150098.416 eV
F_max ... 3.44 eV/Å
Multiplicity ... 3
LUMO energy (spin up / spin down) ... 0.62 / -3.88 eV
⟨S²⟩ ... 2.009

=====

(6)
C2H4Br2Si as an isolated structure, computed with wB97M-V/def2-TZVPD.

```
9
Properties=species:S:1:pos:R:3
C -1.4202 0.3647 -0.8872
C 1.6293 -0.0535 0.5490
Si -0.4105 -0.0401 0.5931
Br 2.4647 -1.5603 -0.1361
Br 2.3348 1.5571 -0.0888
H -2.0857 -0.4729 -1.1336
H -1.0690 0.9199 -1.6847
H -0.6155 0.6763 1.8451
H -0.8278 -1.3911 0.9432
```

Computed properties:
HOMO-LUMO gap (spin up / spin down) ... 9.0 / 8.7 eV
Energy relative to the best compared isomer or geometry (same formula, charge and spin) ... 122.8 kJ/mol
Energy ... -150097.332 eV
F_max ... 2.65 eV/Å
Multiplicity ... 3
LUMO energy (spin up / spin down) ... 0.65 / -1.53 eV
⟨S²⟩ ... 2.009